ORCA calculation (ωB97M-V/def2-TZVPD) on a cluster of 7 separate species, C52H108F2N7O8S2 in total in a non-equilibrium geometry.

Atoms and positions in Å:
1 C -1.83 -7.37 -6.58
2 C -1.16 -7.18 -5.25
3 C 0.37 -6.96 -5.51
4 C 1.27 -6.24 -4.49
5 C 0.56 -4.87 -4.19
6 C -0.88 -4.96 -3.62
7 N -1.61 -5.84 -4.58
8 O -2.89 -5.65 -4.69
9 C -1.40 -3.51 -3.66
10 C -0.68 -5.59 -2.25
11 C -1.34 -8.36 -4.24
12 H -2.86 -7.70 -6.46
13 H -1.31 -8.11 -7.18
14 H -2.06 -6.43 -7.08
15 H 0.60 -6.60 -6.52
16 H 0.79 -7.95 -5.75
17 H 2.25 -5.98 -4.87
18 H 1.45 -6.81 -3.58
19 H 0.71 -4.29 -5.10
20 H 1.15 -4.30 -3.46
21 H -2.49 -3.50 -3.57
22 H -1.12 -3.02 -4.59
23 H -1.00 -2.98 -2.80
24 H -1.54 -5.59 -1.58
25 H 0.07 -5.01 -1.71
26 H -0.15 -6.55 -2.20
27 H -2.11 -9.06 -4.55
28 H -1.37 -8.02 -3.21
29 H -0.44 -8.97 -4.21
30 C 0.53 5.68 4.25
31 C -0.93 5.40 3.94
32 C -1.41 3.93 4.28
33 C -1.50 3.71 5.81
34 C -2.63 4.58 6.41
35 C -2.58 6.07 5.98
36 N -1.91 6.35 4.66
37 O -2.03 7.60 4.31
38 C -1.82 6.87 7.10
39 C -4.09 6.54 5.84
40 C -1.20 5.59 2.40
41 H 0.80 5.38 5.27
42 H 0.93 6.64 3.95
43 H 1.24 5.01 3.77
44 H -0.72 3.34 3.67
45 H -2.40 3.68 3.89
46 H -0.66 4.16 6.36
47 H -1.60 2.66 6.08
48 H -2.83 4.45 7.47
49 H -3.57 4.25 5.96
50 H -1.74 7.93 6.88
51 H -0.84 6.44 7.32
52 H -2.42 6.88 8.01
53 H -4.19 7.53 5.39
54 H -4.51 6.58 6.84
55 H -4.76 5.92 5.24
56 H -0.44 5.19 1.74
57 H -1.53 6.58 2.06
58 H -2.03 4.95 2.08
59 C 5.34 2.89 2.53
60 C 4.86 3.00 1.09
61 C 5.37 4.34 0.51
62 C 5.36 4.35 -1.02
63 C 6.21 3.30 -1.55
64 C 5.73 1.90 -1.17
65 N 5.46 1.86 0.35
66 O 5.18 0.70 0.80
67 C 6.79 0.85 -1.57
68 C 4.44 1.55 -1.96
69 C 3.23 2.85 1.10
70 H 6.42 3.00 2.62
71 H 5.08 1.89 2.89
72 H 4.78 3.64 3.08
73 H 6.39 4.49 0.85
74 H 4.71 5.13 0.87
75 H 5.65 5.33 -1.39
76 H 4.35 4.22 -1.42
77 H 7.29 3.46 -1.46
78 H 6.22 3.40 -2.63
79 H 7.67 1.10 -0.98
80 H 7.02 1.01 -2.62
81 H 6.44 -0.17 -1.40
82 H 3.64 2.28 -1.82
83 H 3.99 0.62 -1.62
84 H 4.63 1.36 -3.02
85 H 2.74 2.89 0.13
86 H 2.73 3.60 1.72
87 H 2.97 1.88 1.52
88 C -2.64 -5.78 1.27
89 C -3.96 -5.04 1.86
90 C -3.35 -3.93 2.78
91 C -2.67 -2.85 2.05
92 C -3.67 -2.20 1.08
93 C -4.41 -3.11 0.05
94 N -4.82 -4.36 0.78
95 O -5.67 -5.04 0.15
96 C -3.35 -3.44 -1.05
97 C -5.66 -2.34 -0.53
98 C -4.78 -5.93 2.88
99 H -2.07 -6.06 2.16
100 H -1.90 -5.04 0.98
101 H -2.85 -6.60 0.59
102 H -2.65 -4.37 3.50
103 H -4.12 -3.56 3.45
104 H -1.72 -3.15 1.60
105 H -2.37 -2.05 2.73
106 H -3.18 -1.47 0.43
107 H -4.48 -1.67 1.59
108 H -3.43 -4.48 -1.38
109 H -2.30 -3.28 -0.85
110 H -3.63 -2.91 -1.97
111 H -5.38 -1.30 -0.68
112 H -6.42 -2.25 0.25
113 H -6.07 -2.74 -1.45
114 H -5.36 -6.79 2.55
115 H -5.32 -5.34 3.62
116 H -4.20 -6.47 3.64
117 C 2.80 -0.39 -5.09
118 C 1.35 0.15 -5.10
119 C 1.17 1.58 -4.68
120 N 0.25 2.51 -5.44
121 C -1.13 2.12 -4.92
122 C 0.32 2.26 -6.94
123 C -0.16 3.60 -7.55
124 C -0.16 4.64 -6.36
125 C 0.53 3.93 -5.20
126 H 3.09 -0.33 -4.04
127 H 3.47 0.24 -5.67
128 H 2.85 -1.45 -5.34
129 H 0.63 -0.28 -4.41
130 H 0.87 -0.15 -6.04
131 H 2.16 2.04 -4.62
132 H 1.03 1.76 -3.61
133 H -1.30 2.24 -3.85
134 H -1.31 1.08 -5.19
135 H -1.76 2.88 -5.38
136 H -0.32 1.45 -7.27
137 H 1.30 2.01 -7.34
138 H -1.12 3.56 -8.05
139 H 0.59 3.92 -8.27
140 H -1.16 4.98 -6.09
141 H 0.32 5.55 -6.73
142 H 0.08 4.31 -4.28
143 H 1.61 4.04 -5.17
144 C -2.70 0.82 3.57
145 C -1.29 0.42 3.16
146 C -0.72 -0.34 4.38
147 N 0.76 -0.56 4.23
148 C 0.93 -1.72 3.23
149 C 1.64 0.69 3.90
150 C 3.10 0.23 4.21
151 C 3.01 -0.76 5.34
152 C 1.51 -1.04 5.54
153 H -3.37 1.13 2.76
154 H -2.75 1.60 4.32
155 H -3.21 -0.09 3.89
156 H -0.69 1.27 2.85
157 H -1.46 -0.07 2.20
158 H -1.07 -1.35 4.57
159 H -0.79 0.30 5.26
160 H 0.44 -2.56 3.72
161 H 1.96 -2.03 3.06
162 H 0.33 -1.61 2.32
163 H 1.53 0.71 2.81
164 H 1.19 1.59 4.30
165 H 3.59 -0.18 3.32
166 H 3.62 1.14 4.50
167 H 3.52 -1.72 5.38
168 H 3.31 -0.18 6.22
169 H 1.28 -2.09 5.64
170 H 1.00 -0.33 6.19
171 N 0.87 0.67 0.07
172 S 0.63 -0.82 -0.70
173 O 0.58 -0.78 -2.14
174 O -0.31 -1.70 -0.01
175 F 2.03 -1.44 -0.21
176 S -0.46 1.33 -0.40
177 O -1.73 0.77 0.00
178 O -0.43 2.22 -1.55
179 F -0.24 2.53 0.66

Computed properties:
- HOMO: -19.9 eV
- Spin multiplicity: 1
- Energy: -109530.131 eV
- Net charge: +5
- Kohn-Sham gap: 0.2582 Eh
- E_LUMO: -0.473 Eh